No. 1
# C2H3N2O2P

A 2-piece molecular cluster, C2H3N2O2P overall (ωB97M-V with the def2-TZVPD basis set, OMol25).

Structure (XYZ):
```
10
Properties=species:S:1:pos:R:3:forces:R:3
P 0.22448 1.27591 0.03633 -0.1 -0.2 0.7
O 0.28089 -1.35840 1.65635 -0.7 -0.4 0.8
O -1.56839 -0.66965 2.64868 0.7 -0.2 -0.3
N -0.63327 -0.63370 1.91534 0.2 0.6 -0.6
N -2.30217 0.92161 -1.32577 0.9 -0.2 0.5
C 1.18541 0.06323 -0.91422 0.7 -1.9 0.2
C -1.27752 0.95406 -0.77358 -1.9 0.4 -0.6
H 1.27518 -1.03092 -0.38344 0.0 2.9 -1.1
H 0.62359 -0.13055 -1.88161 1.3 0.4 0.9
H 2.19180 0.60841 -0.97806 -1.2 -1.4 -0.4
```
Forces are in eV/Å.

As for the relative energy (zero: lowest compared OMol25 entry of this formula, charge and spin): 137.2 kcal per mole. The HOMO energy (spin up / spin down) comes out at -10.39 / -9.02 eV. The HOMO-LUMO gap (spin up / spin down) comes out at 8.49 / 7.12 eV. The value obtained for the molar mass is 118.0 g/mol. The calculated total energy comes out at -679.1657 Ha.

***

No. 2
# C2H3N2O3

C2H3N2O3 as an isolated structure (ωB97M-V with the def2-TZVPD basis set, OMol25).

Structure (XYZ):
```
10
Properties=species:S:1:pos:R:3:forces:R:3
O 0.86098 2.09895 -1.90291 0.4 0.2 -1.0
O -0.72887 -1.77613 2.14822 0.4 0.4 -0.9
O 0.84707 -2.15700 0.68178 0.9 -0.4 -0.2
N -0.07439 -1.44029 1.09483 -0.5 -1.4 1.2
N 0.10969 1.37046 -1.19238 -4.6 4.0 2.7
C -0.42829 -0.34718 0.43777 -1.9 2.4 0.1
C 0.36646 0.31848 -0.53732 2.5 -3.5 -0.6
H -1.36692 0.09981 0.86453 1.3 -0.2 -0.6
H -0.92533 1.98184 -0.62138 3.1 -2.0 -2.1
H 1.33960 -0.14895 -0.97314 -1.7 0.5 1.3
```
Forces are in eV/Å.

The total charge is -1. As for the relative energy (zero: lowest compared OMol25 entry of this formula, charge and spin): 152.4 kcal per mole. The HOMO energy (spin up / spin down) comes out at -3.16 / -3.16 eV. The HOMO-LUMO gap (spin up / spin down) comes out at 7.29 / 7.29 eV. The value obtained for the molar mass is 103.1 g/mol. The calculated total energy comes out at -413.0783 Ha.

***

No. 3
# C2H3N2O5S

An isolated ion of composition C2H3N2O5S and charge -1 (ωB97M-V with the def2-TZVPD basis set, OMol25).

Structure (XYZ):
```
13
Properties=species:S:1:pos:R:3:forces:R:3
S -1.82501 0.82951 0.28333 -1.0 -0.4 0.8
O 0.58313 2.38733 -0.02872 1.2 -0.3 0.1
O -2.59513 0.62087 -0.95007 0.3 0.1 0.1
O -2.14598 -0.22892 1.28196 0.6 0.7 -0.6
O -0.54349 -3.09063 -0.06703 -0.7 1.3 -0.3
O 0.38579 -1.07737 -0.17143 0.1 -0.2 0.8
N -0.00763 0.28116 -0.29564 -0.8 -0.2 0.0
N 2.23414 0.72499 0.10618 -0.8 0.9 -1.1
C -0.69613 -1.90752 -0.28856 2.0 -0.9 0.0
C 0.94079 1.20258 -0.00591 -1.6 0.3 -1.1
H 2.31942 0.08265 0.84272 0.8 -0.9 0.9
H -1.49856 -1.31841 -0.68325 -1.2 -0.5 -0.3
H 2.84867 1.49375 -0.02359 0.9 0.3 0.7
```
Forces are in eV/Å.

The total charge is -1. As for the relative energy (zero: lowest compared OMol25 entry of this formula, charge and spin): 0.9 kcal per mole. The HOMO energy comes out at -4.88 eV. The HOMO-LUMO gap comes out at 8.61 eV. The value obtained for the molar mass is 167.1 g/mol. The calculated total energy comes out at -961.9472 Ha.

***

No. 4
# C2H3N2OP

One molecule with the formula C2H3N2OP (ωB97M-V with the def2-TZVPD basis set, OMol25).

Structure (XYZ):
```
9
Properties=species:S:1:pos:R:3:forces:R:3
P 1.25010 -2.14987 0.71556 -1.0 0.4 -1.7
O 1.85677 -0.79983 3.07879 -0.9 -0.7 -0.9
N -1.43425 0.00559 0.35695 -0.7 0.9 -1.9
N -0.27925 0.12416 -0.37597 -0.1 -0.2 -0.1
C 1.49285 -1.34444 2.11518 1.4 1.6 2.1
C 0.84209 -0.46910 -0.26470 -2.0 -1.5 1.1
H -2.24755 0.14716 -0.31403 1.6 0.0 1.3
H -1.61136 -0.81178 0.90080 0.5 -1.0 0.5
H 1.46221 -0.34033 -1.11094 1.1 0.5 -0.4
```
Forces are in eV/Å.

As for the relative energy (zero: lowest compared OMol25 entry of this formula, charge and spin): 50.9 kcal per mole. The HOMO energy comes out at -8.93 eV. The HOMO-LUMO gap comes out at 9.13 eV. The value obtained for the molar mass is 102.0 g/mol. The calculated total energy comes out at -604.0207 Ha.

***

No. 5
# C2H3N2OS

An isolated ion of composition C2H3N2OS and charge -1 (ωB97M-V with the def2-TZVPD basis set, OMol25).

Structure (XYZ):
```
9
Properties=species:S:1:pos:R:3:forces:R:3
S -0.59536 0.47807 1.69644 0.3 -0.2 -0.3
O 0.20670 -2.22181 1.17324 -0.4 -0.9 -0.1
N -0.79709 1.34090 0.22272 0.9 -0.8 -1.5
N 0.47586 -1.00165 0.87666 0.4 0.7 0.9
C 0.16042 0.65539 -0.78131 -1.7 1.2 1.6
C 0.61550 -0.54721 -0.39474 0.2 0.2 -0.3
H 0.43510 1.24148 -1.63820 0.1 0.0 -0.2
H -1.75008 1.20583 -0.12242 0.3 -0.1 0.0
H 1.24895 -1.15100 -1.03238 -0.1 -0.1 0.0
```
Forces are in eV/Å.

The total charge is -1. As for the relative energy (zero: lowest compared OMol25 entry of this formula, charge and spin): 72.1 kcal per mole. The HOMO energy comes out at -1.71 eV. The HOMO-LUMO gap comes out at 5.74 eV. The value obtained for the molar mass is 103.1 g/mol. The calculated total energy comes out at -660.8393 Ha.

***

No. 6
# C2H3N2P

One molecule with the formula C2H3N2P (ωB97M-V with the def2-TZVPD basis set, OMol25).

Structure (XYZ):
```
8
Properties=species:S:1:pos:R:3:forces:R:3
P 0.50415 -1.10414 -0.09402 -0.7 1.0 1.2
N 1.17323 1.58054 0.01739 3.5 -0.3 -0.1
N -0.43806 0.14415 0.09153 -5.7 -2.7 0.4
C 2.12638 -0.76642 0.07576 -0.2 0.8 -0.9
C 1.80772 0.55640 -0.03545 0.7 2.4 0.3
H -0.06485 -2.30193 0.28236 0.2 -0.7 -0.1
H -1.44563 -0.15879 0.34921 1.9 0.3 -0.8
H 0.96706 2.56612 -0.07808 0.3 -0.8 -0.1
```
Forces are in eV/Å.

As for the relative energy (zero: lowest compared OMol25 entry of this formula, charge and spin): 111.6 kcal per mole. The HOMO energy comes out at -8.67 eV. The HOMO-LUMO gap comes out at 8.28 eV. The value obtained for the molar mass is 86.0 g/mol. The calculated total energy comes out at -528.6638 Ha.